Record 1
Computed, not measured: a structure of composition C14H26Br2MoN2O2P2, with wB97M-V/def2-TZVPD.

Each line ends with the Mulliken charge.
Atoms and positions in Å:
Mo: 0.57069 -1.37496 -0.63014  -0.117
Br: -1.77211 -2.89449 -0.82794  0.118
C: -1.14640 -3.77135 -2.42295  -0.487
Br: 0.58903 -2.91286 -2.76359  0.160
H: -1.79844 -3.55548 -3.26600  0.468
H: -0.96250 -4.82671 -2.23801  0.476
C: 3.83823 -2.48560 -0.39302  -1.119
P: 3.09626 -1.38025 -1.61754  0.829
C: 3.47035 -2.03756 -3.25715  -1.387
C: 3.89587 0.24078 -1.54571  -0.868
C: 3.61791 0.86331 -0.19381  -0.737
P: 1.83262 0.81590 0.13004  0.917
C: 1.07085 2.15048 -0.81914  -1.331
C: 1.62626 1.13809 1.89018  -1.291
H: 3.66177 -2.16796 0.63554  0.398
H: 4.92096 -2.48521 -0.57085  0.437
H: 3.48298 -3.50945 -0.52913  0.418
H: 4.53449 -1.81397 -3.40488  0.469
H: 2.91871 -1.53535 -4.05384  0.500
H: 3.35892 -3.11975 -3.31912  0.537
H: 3.52441 0.85188 -2.37344  0.476
H: 4.96582 0.08485 -1.72222  0.609
H: 3.91978 1.91553 -0.16373  0.571
H: 4.14399 0.35879 0.62017  0.431
H: 1.73165 3.02051 -0.74766  0.463
H: 0.10757 2.42583 -0.39239  0.408
H: 0.94595 1.90731 -1.87574  0.461
H: 2.21338 2.03947 2.10319  0.504
H: 2.02529 0.32747 2.50147  0.431
H: 0.59083 1.34617 2.15490  0.351
O: -6.24087 3.86924 2.36517  -0.479
C: -6.06518 2.78710 1.53362  -0.295
N: -4.74543 2.13135 1.80389  -0.243
C: -4.06623 1.47415 0.87579  0.424
O: -4.32785 1.35870 -0.30734  -0.599
C: -2.78662 0.71180 1.27507  0.234
C: -2.58017 -0.04716 2.41713  -0.131
C: -1.48569 -0.93156 2.51079  -1.200
C: -0.65956 -0.97383 1.41883  0.005
N: -0.85085 -0.23071 0.31603  0.499
C: -1.88371 0.59990 0.20922  -1.169
H: -5.49104 4.47654 2.32504  0.323
H: -6.09123 3.02634 0.46850  0.316
H: -6.83957 2.06166 1.78026  0.327
H: -4.44833 2.14663 2.77009  0.257
H: -3.28512 -0.00543 3.24109  0.525
H: -1.31548 -1.54787 3.38436  0.609
H: 0.26350 -1.63455 1.43254  0.719
H: -2.07570 1.11226 -0.72762  0.781

Cartesian forces, eV/Å:
Mo -0.02 -0.21 -0.43
Br 0.01 -0.09 0.09
C 0.08 0.02 -0.10
Br -0.06 0.12 -0.02
H -0.01 -0.01 0.01
H -0.02 0.00 -0.01
C 0.04 -0.01 -0.01
P 0.02 0.00 0.10
C 0.00 -0.01 -0.01
C -0.02 0.02 0.00
C -0.01 0.01 0.04
P -0.08 -0.07 -0.03
C 0.02 0.04 -0.04
C -0.02 0.09 -0.01
H 0.01 0.01 0.00
H 0.00 -0.02 0.00
H -0.02 0.00 0.01
H 0.00 0.00 0.00
H 0.00 0.01 0.00
H -0.02 0.00 0.00
H 0.01 -0.01 -0.01
H 0.00 0.00 0.02
H 0.01 -0.01 0.02
H 0.00 -0.03 -0.02
H -0.02 0.01 0.01
H -0.01 -0.01 -0.01
H 0.02 -0.01 0.00
H 0.00 0.00 0.00
H 0.00 0.00 0.00
H 0.00 -0.01 0.00
O 0.32 -0.19 0.38
C -0.01 -0.03 -0.10
N -0.01 -0.08 0.09
C 0.03 0.03 0.07
O 0.02 0.03 -0.06
C -0.08 0.04 -0.07
C 0.01 0.02 0.05
C -0.02 0.03 -0.08
C 0.05 0.04 0.20
N 0.21 0.10 0.16
C -0.08 -0.08 -0.04
H -0.24 0.19 -0.26
H 0.06 -0.04 0.02
H -0.09 0.09 -0.11
H -0.01 -0.03 0.00
H 0.01 0.00 0.01
H 0.00 0.01 0.01
H -0.08 0.05 0.14
H 0.00 0.00 0.00

The multiplicity is 3. The value obtained for the HOMO-LUMO gap (alpha / beta) is 3.10 / 3.44 eV. Its charge is +4. The value obtained for the HOMO energy (alpha / beta) is -19.1736 / -19.1733 eV. For the LUMO energy (alpha / beta), the calculation gives -16.07 / -15.73 eV.

Record 2
Computed, not measured: an isolated molecule of C5H8O4, with wB97M-V/def2-TZVPD.

Each line ends with the Mulliken charge.
Atoms and positions in Å:
C: 0.48812 -0.40011 0.24945  1.152
C: 0.93389 0.88656 0.93117  -1.695
C: -1.19608 0.00863 -0.30184  0.769
C: 1.73464 -0.66131 -0.89126  -0.026
C: -1.65978 1.25479 -0.43159  -1.073
O: 0.02207 -0.61491 -1.25515  -0.413
O: 0.41178 -1.53565 1.01641  -0.604
O: -2.00345 -1.04594 0.00311  -0.538
O: 2.48198 0.16918 -1.30370  -0.522
H: -0.51133 -1.67121 1.28577  0.406
H: -1.93725 -1.70150 -0.70670  0.377
H: 1.82367 -1.75002 -0.89046  0.388
H: 1.14228 1.64994 0.18729  0.390
H: 0.15353 1.23053 1.61034  0.437
H: 1.85401 0.67606 1.47536  0.384
H: -1.01208 2.09557 -0.60565  0.269
H: -2.72597 1.40939 -0.37253  0.297

Cartesian forces, eV/Å:
C 2.79 -0.56 -0.77
C -0.59 0.03 -0.10
C -0.31 -0.52 -1.86
C 0.48 0.48 1.79
C 0.38 -0.14 0.16
O -2.25 0.70 1.27
O -0.38 0.08 -0.18
O 0.34 0.19 0.04
O -0.43 -0.18 -0.15
H 0.08 -0.02 0.03
H 0.06 0.07 0.01
H -0.24 -0.06 -0.29
H 0.00 -0.02 -0.04
H 0.04 0.10 0.03
H -0.03 -0.09 -0.06
H 0.05 -0.01 -0.09
H 0.02 -0.05 0.21

The value obtained for the HOMO-LUMO gap is 7.86 eV. The value obtained for the HOMO energy is -8.1299 eV. For the LUMO energy, the calculation gives -0.27 eV.

Record 3
Computed, not measured: an isolated molecule of CH4N2O4, with wB97M-V/def2-TZVPD.

Each line ends with the Mulliken charge.
Atoms and positions in Å:
C: -0.45586 1.26689 -1.07021  -0.491
N: 0.47860 -0.63761 0.09720  -0.018
N: 0.66828 -0.57884 1.46449  1.033
O: 0.66959 -1.61837 2.10350  -0.575
O: 0.83799 0.56756 1.84292  -0.532
O: 0.25423 -1.86473 -0.52038  -0.297
O: -0.74288 0.28213 -0.07332  -0.249
H: -1.33189 1.71723 -1.21800  0.318
H: 0.05045 1.00136 -2.04331  0.237
H: 0.15574 2.04104 -0.48298  0.219
H: -0.58424 -2.17665 -0.09990  0.354

Cartesian forces, eV/Å:
C 4.76 0.25 1.83
N -1.58 1.82 -3.56
N -0.15 -0.07 2.17
O 0.13 0.90 -0.53
O 0.12 -1.36 0.25
O -1.00 1.19 2.09
O 1.86 -2.78 -0.90
H -3.73 1.56 -0.94
H -0.61 -0.37 1.31
H -0.35 -0.88 -1.32
H 0.54 -0.24 -0.41

The value obtained for the HOMO-LUMO gap is 10.78 eV. As for the SMILES: CON(O)[N+](=O)[O-]. The value obtained for the HOMO energy is -11.1202 eV. For the LUMO energy, the calculation gives -0.34 eV.

Record 4
Computed, not measured: an isolated molecule of C8H10N2, with wB97M-V/def2-TZVPD.

Each line ends with the Mulliken charge.
Atoms and positions in Å:
C: -3.11797 -0.87059 -1.05007  -0.564
C: -2.80273 -1.47046 0.17854  -0.233
C: -2.27997 0.16577 -1.47176  -0.343
C: -1.65850 -1.11141 0.84982  -0.287
C: -1.08177 0.47245 -0.84979  -0.369
C: -0.72455 -0.26094 0.29236  0.245
C: 1.99259 0.13844 -0.66154  -0.406
C: 2.38450 1.06050 1.41829  -1.095
N: 0.40717 -0.02828 1.05315  -0.813
N: 1.52595 0.44105 0.49986  0.559
H: -3.89061 -1.02640 -1.73334  0.420
H: -3.43298 -2.26894 0.71277  0.234
H: -2.62578 0.65234 -2.39204  0.301
H: -1.36047 -1.77043 1.70165  0.269
H: -0.42137 1.28917 -1.17628  0.363
H: 1.56170 -0.57931 -1.44833  0.281
H: 2.98741 0.44319 -0.85137  0.277
H: 2.60825 2.06412 1.30579  0.391
H: 1.87283 0.97535 2.34789  0.374
H: 3.35712 0.68006 1.46880  0.395

Cartesian forces, eV/Å:
C 1.73 1.00 1.33
C -1.73 -1.20 0.23
C -0.15 -0.19 -0.76
C 0.50 -2.12 0.60
C 0.13 0.21 0.05
C 0.55 1.00 -0.18
C -0.06 -1.27 -2.54
C 0.06 0.22 2.22
N 0.36 1.02 0.86
N -1.94 -2.39 -1.46
H -1.58 -0.91 -0.26
H 0.76 1.27 -1.29
H 0.54 0.17 0.37
H -0.25 1.10 -0.48
H -0.43 -0.49 -0.12
H 0.02 1.44 1.81
H 0.75 0.47 -0.21
H -0.47 2.37 -1.02
H -0.04 -0.17 0.87
H 1.25 -1.52 -0.03

The value obtained for the HOMO-LUMO gap (alpha / beta) is 7.41 / 7.41 eV. The value obtained for the HOMO energy (alpha / beta) is -7.0951 / -7.0940 eV. For the LUMO energy (alpha / beta), the calculation gives 0.32 / 0.31 eV.

Record 5
Computed, not measured: the ion C8H24N4P with charge +1, with wB97M-V/def2-TZVPD.

Each line ends with the Mulliken charge.
Atoms and positions in Å:
C: 2.18182 -2.95847 -0.27836  -0.962
C: -0.47693 -1.07705 2.28438  -0.910
C: -0.27984 1.35087 2.20395  -1.093
C: 2.57996 0.79535 -0.16129  -0.708
C: 1.11672 2.39103 -1.51362  -0.826
C: -3.92507 0.61857 -0.85351  -0.872
C: 1.24153 -2.23246 -1.18823  -0.645
C: -1.44659 0.91130 -0.86336  -1.298
N: 0.27609 -1.34789 -0.60140  0.004
N: -0.02632 0.08191 1.54482  0.337
N: 1.26119 1.26157 -0.64086  0.339
N: -2.62171 0.19723 -0.29256  -0.318
P: 0.05201 0.19877 -0.10920  0.075
H: 2.77978 -2.18927 0.32855  0.295
H: 1.68224 -3.67083 0.48715  0.238
H: 2.90638 -3.56485 -0.81720  0.383
H: -0.46660 -2.03502 1.76847  0.293
H: 0.13381 -1.24371 3.23532  0.301
H: -1.51325 -0.98331 2.72462  0.330
H: 0.15861 2.29538 1.78722  0.310
H: -1.37287 1.56270 2.49896  0.332
H: 0.23041 1.36751 3.15849  0.420
H: 2.39570 -0.31594 0.08237  -0.098
H: 3.42506 0.79484 -0.86691  0.367
H: 2.92505 1.23688 0.69567  0.374
H: 0.42804 2.09792 -2.31299  0.349
H: 0.72942 3.40085 -1.14029  0.261
H: 2.17124 2.71878 -1.88024  0.291
H: -3.91139 0.54844 -1.98826  0.328
H: -4.76077 -0.20003 -0.55868  0.282
H: -4.25347 1.54868 -0.38256  0.326
H: 0.71897 -3.02707 -1.84034  0.377
H: 1.84117 -1.78466 -2.02733  0.270
H: -1.57974 0.90439 -1.91009  0.706
H: -1.41287 1.93515 -0.58991  0.605
H: -2.61523 0.32680 0.70645  0.167
H: -0.57253 -1.91435 -0.68922  0.369

Cartesian forces, eV/Å:
C 0.50 0.04 2.92
C -0.50 -1.02 2.66
C -0.83 1.77 1.72
C -0.90 -3.16 -1.60
C 0.83 2.24 -1.06
C -1.48 -2.58 0.19
C 1.44 -1.49 -3.40
C -1.28 -1.21 2.02
N -1.68 -0.81 -0.28
N -0.29 1.21 -1.37
N -0.21 -1.97 2.02
N 0.55 -0.08 -0.67
P 1.07 0.32 -1.68
H -0.69 -1.26 -0.66
H 0.56 1.28 -1.26
H -0.07 0.08 -0.22
H 0.25 0.40 -0.44
H -0.31 0.46 -1.36
H 0.74 0.34 -0.84
H -0.48 -1.18 -0.65
H 1.31 -0.51 -0.84
H 0.13 -0.44 0.46
H 0.78 1.68 -0.15
H -0.76 0.25 -0.38
H 0.54 1.42 2.28
H 0.59 0.36 -0.34
H 0.22 -1.56 0.42
H -1.86 -1.06 0.19
H 0.10 0.66 1.48
H 2.01 1.79 -0.51
H -0.08 0.24 -0.78
H 0.14 1.19 1.26
H -0.36 0.35 1.00
H 0.63 -0.42 -1.36
H -0.05 1.47 0.41
H -0.23 0.00 0.24
H -0.32 1.16 0.58

The value obtained for the HOMO-LUMO gap is 10.43 eV. As for the SMILES: CCN[P@@](CNC)(N(C)C)=[N+](C)C. Its charge is +1. The value obtained for the HOMO energy is -12.6343 eV. For the LUMO energy, the calculation gives -2.21 eV.

Record 6
Computed, not measured: an isolated molecule of C18H16BClN2O5, with wB97M-V/def2-TZVPD.

Each line ends with the Mulliken charge.
Atoms and positions in Å:
N: -2.28689 3.69441 -3.93319  -0.556
Cl: -4.86942 -0.45050 -0.39097  -0.191
C: -2.29895 2.99795 -3.00280  -0.121
N: -1.27286 1.07484 -0.08639  -0.168
O: 2.13501 -3.57930 5.24123  -0.652
O: -2.55966 -0.28308 1.43923  -0.372
O: 2.98947 -2.17799 3.30792  -0.446
O: 0.00184 2.42518 -1.53667  -0.406
O: 1.42113 0.07230 -1.50340  -0.331
B: 1.94827 -2.70172 4.15166  0.634
C: -2.38541 0.45518 0.26572  0.152
C: -1.20107 1.76051 -1.26478  0.014
C: -3.44750 1.24332 -1.74604  -0.603
C: -1.79830 -1.54447 3.26234  -0.766
C: -0.81976 -2.21658 3.98946  -0.683
C: -0.12003 -0.84671 1.70452  0.001
C: -3.48958 0.51595 -0.60433  0.287
C: -2.34070 1.96578 -2.03857  0.919
C: -1.46041 -0.88692 2.10498  0.823
C: 0.52326 -2.24887 3.60725  -0.591
C: 0.84882 -1.50254 2.45973  -0.023
C: 2.35363 -1.59569 2.21198  -0.153
C: 1.13492 2.26567 -0.61893  -0.559
C: 2.14100 1.21190 -1.07960  -0.717
C: 1.05276 1.05689 -3.82295  -0.480
C: 0.16532 -0.14228 -3.70288  -0.501
C: 1.45981 -0.08832 -2.90454  0.021
H: 2.98450 -3.82033 5.64539  0.304
H: -4.34102 1.47275 -2.29118  0.516
H: -2.80651 -1.57683 3.60049  0.485
H: -1.03501 -2.68890 4.90335  0.488
H: 0.15684 -0.34617 0.77962  0.452
H: 2.54084 -2.23051 1.32684  0.216
H: 2.84549 -0.61231 1.95111  0.179
H: 0.69189 2.06031 0.36253  0.321
H: 1.62448 3.22574 -0.47596  0.420
H: 2.72307 1.56665 -1.93583  0.474
H: 2.91819 0.97139 -0.34553  0.486
H: 1.59766 1.21308 -4.75817  0.291
H: 0.64700 1.97472 -3.43607  0.152
H: -0.72155 -0.06512 -3.07755  0.035
H: 0.08434 -0.81852 -4.54634  0.298
H: 2.26510 -0.80086 -3.21268  0.352

Cartesian forces, eV/Å:
N -0.01 -0.56 1.46
Cl -0.81 -0.54 0.61
C -0.12 0.64 -2.68
N -0.03 0.24 -0.97
O -0.18 1.13 -0.98
O 1.48 0.77 -1.32
O -1.82 -1.19 2.09
O -1.23 -0.68 0.52
O -0.12 -0.26 -0.28
B 0.79 -1.03 0.74
C -0.13 -0.48 -0.17
C 1.68 0.23 3.00
C -0.96 0.97 0.37
C 0.61 -0.74 0.64
C 0.77 0.19 -0.39
C 0.12 0.15 -0.81
C -0.02 -1.22 0.55
C 2.51 1.06 0.04
C 0.39 0.58 -0.54
C 0.78 1.15 -0.69
C 0.16 -0.53 0.43
C 0.06 1.42 -2.20
C -0.77 -0.02 0.97
C -0.21 0.29 -0.90
C 0.34 -0.23 -0.58
C 0.25 -0.42 0.71
C 0.14 -0.46 -0.92
H -0.28 0.48 -0.76
H -0.35 -0.45 -0.34
H -0.66 0.11 0.13
H -0.77 -0.60 0.98
H 0.00 -0.10 0.34
H -0.14 0.14 0.20
H -0.63 -0.77 0.49
H 0.30 -0.42 -0.21
H -0.11 0.28 -0.58
H -0.17 0.32 0.04
H -0.54 -0.05 0.44
H -0.10 -0.31 0.32
H 0.29 -0.04 0.24
H 0.06 0.11 -0.32
H 0.05 -0.09 0.22
H -0.62 0.90 0.09

The value obtained for the HOMO-LUMO gap is 8.81 eV. As for the SMILES: N#Cc1cc(Cl)c(Oc2ccc3c(c2)COB3O)nc1OCCOC1CC1. The value obtained for the HOMO energy is -8.8759 eV. For the LUMO energy, the calculation gives -0.06 eV.